Formula: C27H52P2SiV
Source: OMol25
Level of theory: ωB97M-V with the def2-TZVPD basis set

Cartesian coordinates (Å):
V  0.440  1.674  0.027
C  1.884  1.436  -1.508
C  0.688  1.987  -2.068
C  1.454  3.457  -0.458
C  2.380  2.370  -0.551
C  0.370  3.199  -1.368
C  2.608  0.227  -1.979
H  2.092  -0.256  -2.814
H  2.748  -0.502  -1.172
H  3.615  0.482  -2.345
C  3.698  2.293  0.125
H  4.386  1.640  -0.433
H  3.601  1.918  1.156
H  4.163  3.286  0.178
C  1.596  4.650  0.400
H  2.629  5.011  0.438
H  1.286  4.466  1.431
H  0.993  5.473  0.007
C  -0.871  3.992  -1.534
H  -0.660  5.061  -1.391
H  -1.649  3.701  -0.801
H  -1.273  3.830  -2.545
C  -0.044  1.456  -3.237
H  -0.174  2.217  -4.027
H  -1.055  1.153  -2.951
H  0.458  0.588  -3.677
C  1.241  -3.322  0.661
C  1.806  -3.192  -0.553
C  1.009  -2.868  -1.776
C  -0.372  -3.555  -1.911
C  -1.585  -2.608  -1.702
C  -1.086  -1.318  -1.024
C  -0.221  -1.328  0.271
C  -0.093  -2.723  0.947
H  1.591  -3.164  -2.655
H  -0.411  -4.490  -1.334
H  0.954  -1.783  -1.896
H  -0.914  -3.346  0.584
H  1.724  -3.860  1.488
H  2.848  -3.467  -0.767
H  -0.277  -2.670  2.035
H  0.774  -0.858  0.091
H  -0.615  -0.722  -1.823
H  -0.651  -0.688  1.090
H  -0.426  -3.875  -2.958
H  -1.943  -2.358  -2.718
P  -3.103  -2.850  -0.771
C  -2.943  -4.508  -0.094
C  -4.446  -3.031  -1.972
P  -2.294  0.028  -0.314
C  -3.405  -1.385  0.216
C  -3.099  0.762  -1.758
C  -2.599  1.160  1.083
H  -3.103  -4.539  0.990
H  -1.967  -4.952  -0.316
H  -3.702  -5.138  -0.587
H  -5.223  -3.698  -1.562
H  -4.041  -3.488  -2.886
H  -4.916  -2.076  -2.232
H  -3.496  0.806  1.618
H  -2.765  2.191  0.733
H  -1.778  1.177  1.805
H  -3.212  -1.603  1.280
H  -4.455  -1.069  0.118
H  -2.996  1.857  -1.732
H  -4.165  0.504  -1.747
H  -2.660  0.387  -2.691
C  1.174  0.568  4.987
Si  1.903  1.107  3.343
C  3.256  2.353  3.680
C  2.581  -0.405  2.462
C  0.658  1.971  2.233
H  1.979  0.593  5.735
H  0.794  -0.459  4.940
H  0.367  1.216  5.351
H  3.559  2.212  4.725
H  4.145  2.216  3.055
H  2.902  3.385  3.564
H  1.811  -1.171  2.293
H  3.029  -0.162  1.490
H  3.364  -0.841  3.099
H  0.381  2.923  2.712
H  -0.249  1.344  2.202

Cartesian forces (eV/Å) of the 3 atoms listed first:
-0.56 -0.86 4.00
0.17 1.28 -1.57
1.25 0.65 -0.32

Properties
* relative energy (zero: lowest compared OMol25 entry of this formula, charge and spin): 453.1 kJ/mol
* HOMO (spin up / spin down): -8.90 / -8.27 eV
* lowest unoccupied orbital energy (spin up / spin down): -2.57 / -2.93 eV
* total charge: +1
* ⟨S²⟩: 2.035
* orbital gap (spin up / spin down): 6.3 / 5.3 eV
* spin multiplicity: 3

---

Formula: CH5PS2
Source: OMol25
Level of theory: ωB97M-V with the def2-TZVPD basis set

Cartesian coordinates (Å):
P  1.517  0.781  0.064
C  -0.227  0.076  -0.507
S  -0.612  -1.532  0.219
S  -1.459  1.253  0.011
H  1.417  0.410  1.394
H  2.201  -0.268  -0.410
H  -0.191  -0.096  -1.652
H  -1.777  -1.461  -0.344
H  -0.870  0.837  1.225

Cartesian forces (eV/Å) of the 3 atoms listed first:
-2.16 1.36 -1.12
2.03 -0.30 -2.10
1.28 -0.26 0.31

Properties
* relative energy (zero: lowest compared OMol25 entry of this formula, charge and spin): 226.8 kJ/mol
* HOMO: -8.83 eV
* lowest unoccupied orbital energy: 0.50 eV
* total charge: 0
* orbital gap: 9.3 eV

---

Formula: C8H9ClN3O
Source: OMol25
Level of theory: ωB97M-V with the def2-TZVPD basis set

Cartesian coordinates (Å):
C  -2.584  -0.441  1.721
C  -1.328  -0.015  2.021
C  -2.985  -0.952  0.458
C  -0.378  0.126  0.956
C  -2.111  -0.825  -0.561
C  -0.773  -0.307  -0.338
C  2.331  0.677  -0.721
C  0.044  -0.154  -1.506
N  1.326  -0.861  0.606
N  1.324  0.464  -1.585
N  3.111  1.718  -0.911
O  2.496  -0.102  0.264
Cl  1.904  -2.077  1.689
H  -3.217  -0.428  2.608
H  -0.952  0.424  2.871
H  -3.966  -1.329  0.150
H  0.209  1.115  1.096
H  -2.504  -1.176  -1.507
H  -0.346  -0.591  -2.497
H  1.454  0.914  -2.485
H  2.914  2.231  -1.733
H  4.033  1.590  -0.595

Cartesian forces (eV/Å) of the 3 atoms listed first:
0.01 -0.59 2.25
0.57 -0.73 -3.02
0.03 0.54 -0.73

Properties
* relative energy (zero: lowest compared OMol25 entry of this formula, charge and spin): 498.4 kJ/mol
* HOMO: -11.92 eV
* lowest unoccupied orbital energy: -4.79 eV
* total charge: +1
* orbital gap: 7.1 eV

---

Formula: C4H9NO
Source: OMol25
Level of theory: ωB97M-V with the def2-TZVPD basis set

Cartesian coordinates (Å):
C  -0.770  -0.352  2.242
C  -0.703  -0.702  0.760
C  0.150  0.262  0.013
O  0.634  1.325  0.380
N  0.546  -0.158  -1.237
C  1.107  0.776  -2.226
H  -1.045  -1.215  2.839
H  -1.504  0.421  2.444
H  0.108  0.041  2.759
H  -0.485  -1.785  0.625
H  -1.695  -0.682  0.307
H  -0.104  -0.818  -1.640
H  2.198  0.811  -2.133
H  0.845  0.321  -3.177
H  0.717  1.755  -1.955

Cartesian forces (eV/Å) of the 3 atoms listed first:
-0.44 0.09 0.92
-0.46 -0.54 0.93
2.50 0.68 -1.74

Properties
* relative energy (zero: lowest compared OMol25 entry of this formula, charge and spin): 76.4 kJ/mol
* HOMO: -9.62 eV
* lowest unoccupied orbital energy: 0.88 eV
* total charge: 0
* orbital gap: 10.5 eV

---

Formula: C6H12N
Source: OMol25
Level of theory: ωB97M-V with the def2-TZVPD basis set

Cartesian coordinates (Å):
C  3.328  0.763  -0.924
N  2.135  0.382  -1.140
C  1.332  -0.368  -0.190
C  0.005  -0.281  -0.224
C  -0.910  -0.849  0.783
C  -2.399  -0.570  0.459
C  -2.984  0.705  1.044
H  3.844  0.447  -0.031
H  3.818  1.369  -1.672
H  1.660  0.367  -2.039
H  1.943  -0.855  0.557
H  -0.395  0.339  -1.026
H  -0.659  -0.430  1.763
H  -0.811  -1.921  0.935
H  -2.955  -1.460  0.737
H  -2.467  -0.503  -0.629
H  -3.087  0.604  2.126
H  -2.394  1.579  0.785
H  -4.007  0.847  0.703

Cartesian forces (eV/Å) of the 3 atoms listed first:
-0.04 0.12 -0.87
-1.00 -1.62 0.87
0.63 0.28 0.13

Properties
* relative energy (zero: lowest compared OMol25 entry of this formula, charge and spin): 147.3 kJ/mol
* HOMO: -14.32 eV
* lowest unoccupied orbital energy: -5.28 eV
* total charge: +1
* orbital gap: 9.0 eV

---

Formula: C3H3BrClNS
Source: OMol25
Level of theory: ωB97M-V with the def2-TZVPD basis set

Cartesian coordinates (Å):
C  -1.476  -0.118  -0.642
N  -0.918  0.091  0.536
S  -1.410  0.971  1.751
H  -1.123  -0.908  -1.283
H  -2.379  0.419  -0.929
H  -0.110  -0.482  0.787
Cl  2.147  0.879  1.972
C  2.158  0.109  0.474
C  1.421  -0.230  -0.474
Br  1.689  -0.731  -2.193

Cartesian forces (eV/Å) of the 3 atoms listed first:
0.17 0.11 0.96
-0.75 -2.40 -2.85
-1.19 2.33 2.51

Properties
* relative energy (zero: lowest compared OMol25 entry of this formula, charge and spin): 386.2 kJ/mol
* HOMO (spin up / spin down): -7.94 / -7.94 eV
* lowest unoccupied orbital energy (spin up / spin down): -0.90 / -0.90 eV
* total charge: 0
* orbital gap (spin up / spin down): 7.0 / 7.0 eV

---

Formula: CH7N2O
Source: OMol25
Level of theory: ωB97M-V with the def2-TZVPD basis set

Cartesian coordinates (Å):
N  0.456  0.175  0.086
C  -0.078  -1.043  0.328
N  0.696  -2.058  0.721
H  1.475  0.185  0.060
H  -0.064  0.818  -0.387
H  -1.283  -1.215  0.295
H  0.339  -2.987  0.713
H  1.685  -1.977  0.953
H  -0.797  2.785  -1.724
H  -1.594  2.883  -0.228
O  -0.836  2.434  -0.818

Cartesian forces (eV/Å) of the 3 atoms listed first:
1.11 -5.55 1.97
-0.70 0.77 0.24
-0.58 1.07 -0.31

Properties
* relative energy (zero: lowest compared OMol25 entry of this formula, charge and spin): 86.1 kJ/mol
* HOMO: -15.73 eV
* lowest unoccupied orbital energy: -3.97 eV
* total charge: +1
* orbital gap: 11.8 eV

---

Formula: C4H7NO
Source: OMol25
Level of theory: ωB97M-V with the def2-TZVPD basis set

Cartesian coordinates (Å):
C  1.945  -0.297  0.458
C  0.620  0.384  0.206
O  0.427  1.512  0.622
C  -0.477  -0.298  -0.563
C  -1.858  -0.196  0.007
N  -1.488  0.595  -1.141
H  2.318  -0.854  -0.407
H  1.865  -0.999  1.296
H  2.659  0.481  0.735
H  -0.229  -1.164  -1.171
H  -1.958  0.297  0.972
H  -2.566  -0.998  -0.188
H  -1.257  1.538  -0.825

Cartesian forces (eV/Å) of the 3 atoms listed first:
0.05 0.02 -0.02
-0.14 0.37 0.14
0.06 -0.34 -0.10

Properties
* relative energy (zero: lowest compared OMol25 entry of this formula, charge and spin): 160.7 kJ/mol
* HOMO: -9.86 eV
* lowest unoccupied orbital energy: 1.02 eV
* total charge: 0
* orbital gap: 10.9 eV

---

Values for E_tot, eV, ordered as above
-80973.8915; -32075.7058; -27469.9048; -7831.5280; -7898.5346; -98044.4876; -6171.6138; -7797.9786